Here is a cluster of 7 separate species, C45H108N7O9 in total at a distorted geometry from the OMol25 dataset. Energies are from wB97M-V/def2-TZVPD.

Its expectation value of S² is 0.757. The highest occupied orbital energy (spin up / spin down) comes out at -19.22 / -19.22 eV. Its net charge is +6. The value obtained for the frontier orbital gap (spin up / spin down) is 5.87 / 1.63 eV. As for the LUMO energy (spin up / spin down): -13.35 / -17.59 eV. As for the spin multiplicity: 2.

```
169
Properties=species:S:1:pos:R:3:forces:R:3:mulliken_charge:R:1
N 32.90604 -1.69123 -10.78736 1.16 1.31 0.44 0.834
O 34.13902 -1.53693 -10.74082 -0.66 -0.41 -0.02 -0.215
O 32.28692 -1.98051 -9.79707 -0.18 -0.75 1.32 -0.236
O 32.29729 -1.41749 -11.78606 -0.25 0.02 -1.65 -0.265
C 34.24722 -11.41032 -10.54096 1.65 -2.33 -2.17 -0.668
O 33.35147 -10.42248 -10.40351 -3.58 3.97 1.44 -0.354
C 32.78368 -9.80372 -11.57506 1.12 0.65 0.95 -0.623
C 32.16584 -8.47661 -11.06923 0.58 -0.52 0.05 -0.571
N 33.34056 -7.53950 -10.53173 -1.81 -0.26 0.24 -0.050
H 33.89254 -8.05303 -9.85963 0.37 -0.87 -0.04 0.428
H 33.90064 -7.29740 -11.33659 0.39 -0.19 -0.28 0.281
C 32.92605 -6.25855 -9.81085 -1.32 -1.48 -1.70 -1.046
C 32.37711 -5.23656 -10.81280 -0.86 0.97 0.01 1.591
O 31.22536 -5.59885 -11.63484 2.60 -1.70 2.01 -0.380
C 30.73177 -4.60241 -12.45375 -0.26 0.77 -0.12 -0.128
H 33.83459 -11.97031 -11.38015 1.16 -0.61 -0.52 0.307
H 34.36413 -12.17647 -9.77450 -0.66 0.68 0.74 0.265
H 35.22295 -10.94824 -10.69109 0.40 -0.52 -0.51 0.278
H 32.04544 -10.41679 -12.09202 -0.15 -0.07 0.16 0.470
H 33.56905 -9.54182 -12.28406 0.29 -0.30 -0.32 0.367
H 31.46954 -8.80327 -10.29686 0.36 0.71 0.64 0.328
H 31.62554 -7.84234 -11.77199 0.23 -0.39 -0.22 0.458
H 33.82444 -5.91244 -9.29976 -0.34 0.31 0.09 0.445
H 32.13691 -6.62447 -9.15400 0.20 0.41 0.39 0.425
H 33.21579 -4.83894 -11.38431 0.04 -0.29 -0.72 -0.639
H 32.08157 -4.37351 -10.21623 -0.18 0.12 0.34 -0.547
H 31.49928 -4.05460 -13.00049 0.24 -0.28 -0.39 0.134
H 30.24661 -3.84358 -11.83984 -0.50 0.14 0.05 -0.247
H 30.03710 -5.12030 -13.11507 -0.03 0.47 -0.12 0.451
C 30.43592 -2.84386 -6.85771 -2.19 -0.53 -1.78 -0.566
O 30.32060 -3.50099 -5.65241 2.61 -0.79 2.28 -0.464
C 30.35340 -4.91271 -5.68573 -0.11 -0.12 -0.89 -0.247
C 29.00242 -5.37215 -6.14155 -0.63 -1.37 1.08 -0.922
N 27.95935 -4.96610 -5.09400 0.02 -0.40 -0.63 -0.137
H 28.50226 -5.14161 -4.26060 -0.31 -0.66 0.92 0.403
H 27.78106 -3.98047 -4.96412 0.04 0.73 -0.72 0.449
C 26.57931 -5.67332 -5.13875 1.21 0.99 -0.45 -0.468
C 25.74090 -5.27250 -3.94207 -1.86 -1.60 0.18 -0.531
O 24.41291 -5.58924 -4.35666 -0.56 0.48 0.27 -0.324
C 23.35098 -5.01120 -3.54545 -0.32 0.93 -0.17 -0.801
H 30.77867 -1.80920 -6.84662 -0.22 -0.19 0.69 0.266
H 29.39644 -2.99115 -7.15078 -0.42 1.58 -1.19 0.292
H 30.90476 -3.34375 -7.70530 1.05 -0.55 0.40 0.223
H 30.74517 -5.37302 -4.77869 -0.57 0.59 0.62 0.504
H 30.99676 -5.41473 -6.40833 0.70 0.76 -0.57 0.089
H 28.96925 -6.45996 -6.08085 0.01 -0.14 -0.05 0.494
H 28.86113 -5.16185 -7.20170 -0.87 0.68 0.36 0.391
H 26.79918 -6.73552 -5.24593 -0.34 0.08 0.16 0.354
H 26.13144 -5.26244 -6.04356 -0.16 -0.29 -0.03 0.251
H 25.79959 -4.22942 -3.63124 0.40 0.20 -0.04 0.424
H 25.92029 -5.97735 -3.13021 0.64 0.47 0.52 0.361
H 23.32332 -5.20787 -2.47369 0.72 -0.61 -0.03 0.328
H 22.35415 -5.26171 -3.90832 0.45 -0.70 -0.46 0.300
H 23.34990 -3.92521 -3.63891 0.44 0.24 -0.08 0.322
C 37.04634 -2.68483 -8.75296 0.09 0.97 -0.81 -0.576
O 38.38652 -2.23179 -8.76870 1.62 -1.01 -0.13 -0.272
C 38.71232 -1.05785 -7.97366 -1.08 -1.32 -0.68 -0.228
C 40.15731 -0.89287 -7.54419 0.86 -2.07 -0.92 -0.647
N 41.07982 -1.05025 -8.75034 0.40 2.18 -0.61 -0.217
H 40.75177 -1.59246 -9.53679 -0.07 -1.69 0.45 0.339
H 40.90532 -0.15298 -9.17993 0.45 0.85 -0.34 0.424
C 42.60068 -1.07740 -8.54679 0.35 -1.63 0.09 -0.595
C 43.06748 -2.35822 -7.87958 -0.94 -1.14 0.47 -0.659
O 42.55634 -3.57570 -8.48521 -0.15 1.88 -0.29 -0.298
C 42.99713 -4.76489 -7.81770 0.94 0.69 0.34 -0.725
H 36.86538 -3.28415 -9.64524 0.66 -0.83 0.28 0.094
H 36.38718 -1.86984 -9.05199 -0.39 0.63 0.87 0.043
H 36.74879 -3.19272 -7.83558 0.01 0.10 -0.01 0.436
H 38.16939 -1.25409 -7.04910 -0.44 1.31 0.08 0.452
H 38.40843 -0.32313 -8.71926 -0.31 1.20 1.09 0.164
H 40.44738 -1.68930 -6.85887 -0.10 0.23 0.20 0.340
H 40.39924 0.09816 -7.16020 -0.38 -0.15 0.29 0.381
H 42.85883 -0.28407 -7.84530 -0.07 0.27 -0.41 0.345
H 43.15862 -1.03603 -9.48225 -0.74 0.69 -0.36 0.396
H 42.70062 -2.23638 -6.86043 0.09 -0.74 0.50 0.400
H 44.15597 -2.33753 -7.82607 0.12 -0.03 -0.15 0.496
H 42.43887 -5.64008 -8.15005 -0.29 0.41 0.18 0.237
H 42.95443 -4.53514 -6.75304 -0.33 -0.71 0.22 0.333
H 44.04836 -4.94799 -8.04016 0.10 -0.02 -0.14 0.313
C 32.17781 0.71059 -7.36020 -0.34 0.40 0.95 -1.117
C 32.76001 1.97567 -8.00465 0.91 -1.85 0.12 -0.924
C 33.21785 1.60129 -9.40940 -1.18 0.66 -0.03 0.650
N 33.44489 2.75780 -10.33766 1.17 -0.12 -2.19 0.151
C 34.01898 2.23319 -11.67999 1.32 0.11 1.13 -0.798
C 35.47386 1.74560 -11.58932 0.84 0.64 -0.14 0.413
C 36.50307 2.76599 -11.12132 -0.52 1.14 0.11 -1.035
C 35.94459 3.35155 -9.83695 -0.85 -0.15 2.73 -0.730
C 34.44450 3.79230 -9.71462 -0.03 -0.16 -1.90 -0.800
C 32.20320 3.52667 -10.80133 0.42 0.35 1.83 -0.933
H 31.76511 1.12118 -6.43868 -0.44 -0.60 0.15 0.518
H 32.92447 -0.01035 -7.02728 0.25 0.04 -0.28 0.399
H 31.41736 0.15976 -7.91373 -0.19 0.31 -0.18 -0.135
H 33.67760 2.04110 -7.41997 -0.11 1.17 0.14 0.333
H 32.06788 2.80191 -7.84225 0.30 0.11 -0.44 0.529
H 32.44403 0.98935 -9.87288 -0.16 0.01 -0.29 -0.316
H 34.10266 0.97121 -9.31888 0.17 0.35 -0.27 0.031
H 33.42406 1.38488 -12.01842 -0.47 0.39 -0.02 0.249
H 33.96744 3.10846 -12.32756 -0.08 -0.33 -0.33 0.626
H 35.67191 0.98224 -10.83690 -0.80 -0.79 -0.42 -0.362
H 35.79999 1.45452 -12.58783 -0.36 -0.58 -0.02 0.485
H 37.44820 2.25871 -10.92763 -0.07 -0.10 0.29 0.350
H 36.79874 3.52167 -11.84907 -0.54 0.19 -0.16 0.432
H 36.01099 2.61723 -9.03415 0.24 -0.81 -0.07 0.291
H 36.52608 4.11760 -9.32398 0.07 0.55 -0.69 0.540
H 33.98277 3.97664 -8.74460 0.91 0.02 0.24 0.530
H 34.32008 4.70456 -10.29806 -0.16 -0.05 -0.04 0.417
H 32.58679 4.48288 -11.15716 -0.29 -0.15 -0.16 0.427
H 31.65679 3.71214 -9.87660 -0.40 0.15 -0.29 0.464
H 31.58076 3.06402 -11.56724 0.40 -0.47 0.21 0.307
C 25.07053 1.84877 -12.99403 0.34 -0.69 1.22 -1.395
C 26.28066 0.85037 -13.05104 -0.35 0.02 -0.37 -0.462
C 26.96560 0.50267 -11.67550 -1.76 0.35 -1.45 -0.493
N 28.20179 -0.35428 -11.76404 2.28 0.25 0.72 0.283
C 28.84325 -0.55066 -10.26675 -1.09 -1.28 -1.92 -0.442
C 27.83341 -1.48350 -9.42513 1.61 0.86 -1.27 -0.806
C 27.57190 -2.80330 -10.19643 -2.83 0.89 0.93 -0.278
C 26.88857 -2.62706 -11.58248 2.74 0.81 0.11 -0.827
C 27.90518 -1.76749 -12.39598 -1.10 0.65 -0.72 -0.614
C 29.35463 0.40306 -12.61739 -1.34 -1.34 1.00 -0.774
H 24.34751 1.67052 -13.79000 0.58 0.33 -0.43 0.381
H 25.45564 2.86595 -12.92226 -0.31 0.02 -0.41 0.373
H 24.43571 1.70475 -12.11975 0.21 -0.15 0.37 0.377
H 26.95381 1.32486 -13.76505 0.51 -0.09 0.23 0.250
H 25.94288 -0.04375 -13.57503 -0.04 -0.24 0.26 0.320
H 26.22939 -0.04761 -11.08958 0.15 0.01 0.04 0.439
H 27.09145 1.46617 -11.18160 0.88 -0.22 0.30 0.304
H 29.24768 0.42125 -9.98403 -1.13 0.29 0.59 0.620
H 29.77992 -1.05803 -10.49767 -0.16 -0.71 0.01 -0.043
H 26.92226 -0.91582 -9.23634 -0.02 -0.21 0.00 0.465
H 28.27462 -1.74475 -8.46327 0.12 0.38 -0.02 0.220
H 26.75538 -3.27953 -9.65366 0.16 -0.24 0.61 0.392
H 28.38181 -3.53086 -10.14358 0.30 0.31 -0.56 0.119
H 25.93053 -2.12069 -11.70009 -0.12 -0.17 0.97 0.315
H 26.75006 -3.65698 -11.91141 0.20 0.29 -0.90 0.405
H 27.44353 -1.48939 -13.34342 0.31 -0.16 -0.17 0.646
H 28.84532 -2.28260 -12.59317 0.11 0.30 0.26 0.243
H 29.14938 0.39944 -13.68789 -0.49 0.09 0.24 0.453
H 30.27595 -0.16230 -12.47726 -0.14 0.01 0.23 0.031
H 29.43775 1.41040 -12.20941 -0.16 -0.11 -0.11 0.439
C 40.46483 0.18425 -13.20482 -1.22 -1.45 0.77 -0.980
C 39.18260 -0.61682 -13.71594 -0.05 0.04 -1.13 -0.205
C 38.79904 -1.99890 -13.15293 -0.23 0.26 -0.20 -0.274
N 37.49653 -2.70136 -13.81400 0.58 -1.52 0.22 0.319
C 37.19580 -3.90657 -12.88540 -1.49 -0.43 -1.21 -0.949
C 35.83989 -4.64859 -13.29189 1.59 2.11 -0.52 -0.538
C 34.73044 -3.57060 -13.27485 -0.83 -0.99 0.10 0.630
C 34.91675 -2.33839 -14.18203 1.83 0.13 0.31 -1.087
C 36.34120 -1.70237 -13.93873 -0.23 -1.02 0.05 -0.987
C 37.76410 -3.34290 -15.20692 1.55 1.44 0.60 -0.982
H 41.35050 -0.03056 -13.80278 -0.32 0.31 -0.27 0.389
H 40.73545 -0.17729 -12.21277 -0.02 0.06 0.33 0.069
H 40.22880 1.24362 -13.10429 0.21 -0.12 -0.37 0.360
H 39.35363 -0.68919 -14.79000 -0.15 -0.23 -0.17 0.278
H 38.23918 -0.07628 -13.63919 0.40 0.77 0.23 0.001
H 38.49497 -1.85390 -12.11629 -0.16 -0.19 0.09 0.136
H 39.62601 -2.70899 -13.15052 -0.26 -0.29 -0.36 0.467
H 37.16377 -3.58360 -11.84484 0.01 0.21 -0.14 0.104
H 37.94524 -4.68649 -13.02017 0.52 0.60 0.08 0.585
H 35.80915 -5.41890 -12.52131 -0.71 -0.09 -0.14 0.116
H 35.98440 -5.09511 -14.27568 -0.11 -0.23 0.16 0.434
H 34.64907 -3.44599 -12.19506 -0.11 1.25 0.06 -0.575
H 33.74154 -3.93157 -13.55747 0.07 -0.63 -0.07 0.502
H 34.17567 -1.55172 -14.04047 0.05 0.04 0.74 0.328
H 34.69881 -2.55108 -15.22862 0.57 -0.60 -0.09 0.587
H 36.27363 -1.21477 -12.96621 0.28 0.34 -0.09 0.367
H 36.71489 -1.05797 -14.73447 -0.58 0.33 0.17 0.704
H 36.87792 -3.65695 -15.75840 0.04 -0.02 0.54 0.415
H 38.53582 -4.09944 -15.06474 -0.50 -0.38 0.02 0.377
H 38.29784 -2.58638 -15.78217 -0.35 0.19 -0.18 0.414
```
Forces are in eV/Å.